Record 1
Density functional theory data (ωB97M-V/def2-TZVPD) for a structure of composition C28H35BFeO2S2 at a distorted geometry.

Geometry as ORCA input:
```
! wB97M-V def2-TZVPD RIJCOSX def2/J DEFGRID3
* xyz 0 5
C -3.10 -5.84 3.82
C -3.02 -4.55 3.10
C -4.02 -3.62 2.87
C -3.57 -2.46 2.15
C -2.22 -2.50 1.87
B -1.38 -1.60 0.75
C -0.73 -0.40 1.61
C -1.42 0.59 2.28
C -0.59 1.29 3.23
C 0.71 0.82 3.26
C 1.73 1.14 4.28
S 0.97 -0.40 2.05
O -0.49 -2.54 0.15
C -1.04 -2.83 -1.13
C 0.17 -2.99 -2.05
C -1.86 -4.11 -1.11
C -2.02 -1.57 -1.36
C -1.18 -0.42 -1.79
C -3.17 -1.68 -2.37
O -2.52 -1.29 -0.08
S -1.53 -4.02 2.37
H -4.12 -5.98 4.19
H -2.84 -6.67 3.17
H -2.41 -5.83 4.68
H -5.06 -3.75 3.16
H -4.22 -1.64 1.87
H -2.49 0.76 2.16
H -0.96 2.05 3.93
H 1.46 2.08 4.78
H 1.79 0.34 5.03
H 2.72 1.25 3.80
H -0.12 -3.06 -3.11
H 0.91 -2.18 -1.93
H 0.67 -3.93 -1.79
H -2.09 -4.36 -2.15
H -1.28 -4.92 -0.66
H -2.79 -3.96 -0.55
H -1.01 -0.53 -2.87
H -1.66 0.54 -1.58
H -0.22 -0.43 -1.25
H -2.77 -1.77 -3.39
H -3.84 -2.53 -2.17
H -3.75 -0.75 -2.32
C 0.79 1.20 -2.81
C 0.97 1.51 -1.39
C 1.07 2.86 -1.00
C 1.51 3.38 0.32
C 1.77 4.79 0.20
C 1.52 5.19 -1.17
C 1.12 4.02 -1.92
Fe 2.86 3.69 -1.07
C 3.93 3.02 -2.61
C 4.28 2.29 -1.40
C 4.68 3.24 -0.39
C 4.59 4.58 -0.97
C 4.13 4.44 -2.35
H 0.70 0.14 -2.99
H -0.15 1.66 -3.16
H 1.59 1.56 -3.47
H 1.10 0.75 -0.61
H 1.52 2.76 1.21
H 2.02 5.46 1.02
H 1.56 6.22 -1.55
H 0.83 3.98 -2.96
H 3.66 2.57 -3.56
H 4.32 1.21 -1.31
H 5.08 2.99 0.59
H 4.89 5.50 -0.48
H 4.00 5.24 -3.07
*
```

- total energy (eV) = -90426.5098
- ΔE to the lowest compared entry with this formula, charge and spin (kcal/mol) = 47.6
- HOMO (alpha / beta) (hartree) = -0.149 / -0.299

Atom charges from the natural (NBO) analysis, given in e for atoms 1 to 6: C -0.665; C -0.055; C -0.289; C -0.178; C -0.150; B 0.761

Record 2
Density functional theory data (ωB97M-V/def2-TZVPD) for a structure of composition C39H44N3O19 at a distorted geometry.

Geometry as ORCA input:
```
! wB97M-V def2-TZVPD RIJCOSX def2/J DEFGRID3
* xyz -1 1
C 0.07 -1.56 -1.94
C -0.42 -0.76 -0.74
O -1.59 -0.29 -0.78
N 0.33 -0.63 0.59
H -0.29 -1.15 1.31
H 1.28 -1.04 0.51
C 0.35 0.76 1.01
H 0.02 -2.68 -1.56
H 1.17 -1.60 -1.94
H -0.16 -1.19 -2.86
H -0.70 0.96 1.29
H 0.80 1.18 0.23
H 1.05 0.92 1.84
N 2.54 1.64 -2.85
O 2.57 0.40 -3.06
O 1.89 2.33 -3.55
O 2.88 2.08 -1.73
N 3.34 -2.62 0.67
O 2.99 -1.46 0.48
O 2.42 -3.50 0.67
O 4.50 -2.90 0.98
C -1.41 -2.05 2.40
C -0.66 -3.11 1.63
C -1.21 -3.49 0.25
O 0.57 -2.49 1.27
H -2.34 -2.61 2.55
H -1.52 -1.09 1.89
H -0.92 -1.98 3.40
H -0.51 -3.82 2.24
H -2.12 -3.98 0.27
H -0.56 -4.11 -0.27
H -1.63 -2.61 -0.33
H 1.18 -3.11 1.04
C 5.78 -1.53 4.18
C 5.26 -2.31 3.05
C 3.64 -2.11 2.96
O 5.88 -2.10 1.87
H 5.76 -0.38 4.16
H 7.01 -1.95 4.28
H 5.47 -1.68 5.27
H 5.17 -3.13 3.27
H 3.26 -2.36 1.90
H 3.40 -1.00 3.15
H 3.19 -2.70 3.71
H 5.48 -2.73 1.22
C -3.07 3.50 3.78
C -4.34 3.47 4.70
C -5.32 2.40 4.39
O -6.43 2.24 4.96
C -5.09 1.47 3.37
C -3.83 1.29 2.76
C -2.76 2.48 2.87
O -1.91 2.43 2.05
H -2.37 4.16 4.07
H -4.33 4.25 5.53
H -5.84 0.73 2.99
H -3.64 0.62 2.02
C -4.75 0.04 -6.09
C -3.87 -1.10 -5.58
C -3.43 -0.98 -4.17
O -2.69 -1.94 -3.57
C -3.90 0.06 -3.30
C -4.90 1.07 -3.80
C -5.36 1.22 -5.19
O -6.05 2.04 -5.63
H -4.75 0.32 -7.23
H -3.41 -1.82 -6.15
H -3.48 0.03 -2.25
H -5.01 2.03 -3.27
C 2.54 4.46 -0.31
C 1.60 3.82 0.74
C 2.37 2.95 1.84
O 1.72 2.29 2.69
C 3.80 2.76 1.69
C 4.52 3.25 0.53
C 3.86 3.98 -0.64
O 4.53 4.13 -1.63
H 2.12 4.99 -1.02
H 0.52 4.07 0.84
H 4.26 2.25 2.40
H 5.74 3.00 0.50
C -1.76 6.66 1.04
C -2.47 5.29 0.93
C -1.62 4.27 0.14
O -1.95 3.12 0.03
C -0.51 4.76 -0.67
C -0.16 6.18 -0.78
C -0.70 7.16 0.25
O -0.25 8.25 0.40
H -2.21 7.40 1.91
H -3.06 4.94 1.66
H 0.08 3.99 -1.18
H 0.71 6.71 -1.41
C -0.67 -6.24 -4.45
C -1.23 -5.72 -3.13
C -0.16 -5.48 -2.05
O -0.42 -5.22 -0.84
C 1.34 -5.54 -2.45
C 1.71 -5.95 -3.82
C 0.75 -6.52 -4.71
O 0.97 -7.08 -5.85
H -1.43 -6.48 -5.25
H -2.27 -5.71 -2.93
H 2.18 -5.01 -1.70
H 2.83 -6.28 -3.97
*
```

- total energy (eV) = -84485.9743
- ΔE to the lowest compared entry with this formula, charge and spin (kcal/mol) = 320.5
- HOMO (hartree) = -0.193

Atom charges from the Mulliken analysis, given in e for atoms 1 to 6: C -0.211; C 0.247; O -0.354; N 1.272; H -0.476; H 0.156